[1]
# C2HNO3

A 2-piece molecular cluster, C2HNO3 overall (ωB97M-V/def2-TZVPD, OMol25).

XYZ file:
```
7
Properties=species:S:1:pos:R:3:forces:R:3:mulliken_charge:R:1
C 0.11955 -1.37201 -1.92627 -3.396 0.837 0.989 0.55
C -2.34650 -0.71410 -1.37260 0.536 2.821 -2.543 0.59
N -1.00411 -1.33326 -1.52700 1.995 -1.288 0.060 -0.24
O -2.33346 0.40612 -2.00049 -0.800 -2.049 1.692 -0.69
O 1.22147 -1.38800 -2.30703 2.017 -0.364 -0.638 -0.57
O -3.16757 -1.38907 -0.79082 -0.383 0.022 0.403 -0.64
H 7.51062 5.79032 9.92422 0.030 0.021 0.038 -1.00
```
Forces are in eV/Å.

## Properties
* 2S+1: 1
* net charge: -2

=====

[2]
# C65H80KNO2

C65H80KNO2 as an isolated structure (ωB97M-V/def2-TZVPD, OMol25).

XYZ file:
```
149
Properties=species:S:1:pos:R:3:forces:R:3:mulliken_charge:R:1
C 2.83711 1.44600 6.12902 -1.400 -2.317 1.179 -1.64
C 2.14663 1.13847 4.81784 -0.289 1.083 -0.598 0.77
C 0.63576 0.92881 5.00474 -1.112 -0.797 -0.385 -0.90
C -0.08146 1.09135 3.62818 -0.248 -1.035 0.668 0.45
N -1.62183 0.94905 3.71472 0.870 0.018 -1.660 0.79
C -2.13271 -0.42291 3.95311 1.340 -1.118 0.566 0.36
C -2.93523 -0.86883 2.73603 -0.491 -0.943 -0.418 0.20
C -3.43692 0.45089 2.14208 0.472 -0.442 0.785 -1.08
C -2.19852 1.28614 2.37210 -0.904 0.354 -1.165 0.73
C -2.16620 1.88989 4.66726 -0.239 1.002 -0.756 -1.17
H 3.85320 1.78623 6.12056 0.382 0.162 -0.191 0.41
H 2.71536 0.53489 6.75147 0.858 0.066 -0.171 0.35
H 2.17685 2.06408 6.71348 0.084 1.130 -0.013 0.38
H 2.56999 0.31095 4.21863 0.031 0.430 0.372 0.04
H 2.25567 2.08856 4.26078 -0.127 -0.618 -0.406 -0.31
H 0.22996 1.65353 5.72236 0.318 0.224 -0.309 0.60
H 0.32537 -0.04787 5.46311 0.761 0.413 -0.413 0.31
H 0.29638 0.37751 2.83581 -0.537 0.808 0.844 -0.73
H -0.00271 2.11601 3.32707 0.359 0.715 -0.635 0.57
H -2.74402 -0.36605 4.82450 -0.447 -0.141 0.729 0.14
H -1.20790 -0.98524 4.20500 -0.947 -0.376 -0.315 -0.52
H -3.75029 -1.60172 2.93714 0.657 0.564 0.293 0.63
H -2.23863 -1.37696 2.05841 -0.234 0.245 -0.137 -0.43
H -4.38440 0.81648 2.56956 0.447 -0.076 0.241 0.39
H -3.55951 0.48301 1.07933 -0.297 -0.500 -0.727 0.40
H -2.50770 2.31221 2.24047 0.945 0.666 0.448 0.37
H -1.48886 0.98954 1.59803 0.436 0.435 0.021 -1.04
H -1.80520 1.66708 5.64831 -0.151 0.034 0.634 0.40
H -3.22624 1.77931 4.51933 -0.597 0.184 0.699 0.52
H -1.88026 2.86861 4.27370 0.175 0.237 0.496 0.00
K -0.02548 3.77891 0.34002 -0.073 -0.604 -0.168 0.99
C 0.06656 -0.18643 0.03063 -0.410 0.391 1.066 2.86
O 0.00680 1.18412 0.25067 0.146 -0.836 -0.327 -0.53
H 1.08876 -0.60655 -0.06600 -0.009 0.157 -0.005 -1.16
H -0.38677 -0.80206 0.90101 0.340 0.497 -0.739 -1.16
H -0.47181 -0.55738 -0.86427 -0.082 0.144 -0.042 -0.90
C -0.57718 5.26734 3.49550 -0.281 0.543 -0.464 -0.95
O -0.69806 4.24393 2.59729 -0.504 -0.402 0.227 -0.62
H -1.12048 5.14419 4.46132 0.458 -0.320 0.121 0.18
H 0.48267 5.49628 3.63668 0.369 0.126 0.836 0.20
H -0.98389 6.25365 3.16767 -0.121 -0.149 -0.311 0.25
C 5.94480 -1.98295 1.13701 -1.126 -0.224 -0.763 -0.66
C 5.61920 -2.98896 0.18204 -0.214 1.767 1.227 -0.94
C 4.39812 -2.93380 -0.46925 0.470 -0.669 0.254 -0.24
C 3.54684 -1.87795 -0.25360 0.733 -0.035 0.419 0.47
C 3.85119 -0.89134 0.65072 0.151 0.586 0.759 0.41
C 5.03505 -0.93344 1.39425 0.583 -0.915 -0.402 -0.67
H 6.86393 -2.06766 1.69366 0.161 0.102 0.041 0.41
H 6.31363 -3.76704 0.00339 0.482 -0.768 -0.118 0.46
H 4.05323 -3.78165 -1.03922 0.147 0.013 -0.523 0.60
H 2.64203 -1.83689 -0.77203 -1.304 0.078 -0.671 -0.26
H 3.11404 -0.10885 0.80384 0.156 -0.138 0.178 -0.30
H 5.27448 -0.20049 2.16441 -0.177 -0.052 -0.272 0.51
C -4.98343 1.49627 -3.55403 -0.147 0.388 -0.331 -0.28
C -4.47278 2.67790 -4.11947 -1.226 -1.170 0.338 -0.41
C -3.16422 3.01989 -3.91650 1.386 -0.565 -0.053 -0.88
C -2.27950 2.15469 -3.21811 -2.284 0.388 0.437 -0.55
C -2.82808 1.02211 -2.59282 0.547 1.033 -0.642 -0.42
C -4.15574 0.69954 -2.77039 -0.433 0.938 -1.093 -0.62
H -6.03261 1.22585 -3.77597 0.735 0.041 0.323 0.34
H -5.16403 3.24235 -4.73342 0.289 0.340 0.024 0.36
H -2.79809 3.91254 -4.40135 0.258 0.120 0.085 0.40
H -1.27202 2.45168 -3.05906 0.669 -0.039 0.051 0.92
H -2.22957 0.39744 -1.97396 0.603 -0.364 0.349 0.65
H -4.53959 -0.20157 -2.39946 -0.464 -1.154 0.738 0.48
C 0.19045 0.23577 -6.11215 0.007 -0.044 0.705 -0.22
C 0.46046 1.16282 -5.10683 0.244 0.836 -0.424 0.16
C 0.12342 2.51898 -5.35188 -0.137 -1.357 0.127 -0.24
C -0.56312 2.87553 -6.50610 0.624 1.083 0.119 -0.65
C -0.81426 1.93173 -7.48428 -0.713 0.370 -0.763 -0.49
C -0.42659 0.62493 -7.29164 0.104 -0.800 -0.393 -0.67
H 0.40580 -0.81266 -5.93565 0.177 0.084 -0.144 0.33
H 1.00936 0.85889 -4.19220 -0.590 0.318 -0.637 0.18
H 0.32755 3.25538 -4.60366 0.249 0.399 0.292 0.50
H -0.77705 3.95101 -6.69215 -0.068 -0.931 0.215 0.37
H -1.36158 2.23249 -8.39366 0.462 -0.235 0.451 0.34
H -0.55903 -0.13416 -8.07233 -0.176 0.399 0.295 0.38
C -5.73526 -1.99764 0.23719 0.929 0.885 -1.424 0.19
C -5.54387 -2.96498 1.16685 -0.535 -1.565 1.099 -0.66
C -6.67686 -3.58125 1.76276 2.036 -0.365 0.362 -0.38
C -7.91211 -3.08419 1.52942 -0.805 -1.080 0.389 -0.51
C -8.04309 -2.07840 0.61220 -2.908 0.621 -0.490 -0.15
C -7.01316 -1.58033 -0.11763 0.825 -0.386 1.393 -0.74
H -4.86217 -1.59224 -0.28990 -0.344 -0.030 0.257 0.24
H -4.54303 -3.31520 1.41427 -0.200 0.033 -0.111 0.56
H -6.56423 -4.46251 2.39005 0.176 0.247 0.065 0.35
H -8.78021 -3.58683 1.97886 0.324 0.537 -0.178 0.33
H -9.08116 -1.73976 0.44651 0.674 0.059 -0.179 0.29
H -7.18469 -0.81596 -0.80393 -0.107 1.048 -1.198 0.50
C 2.34876 5.53119 -4.82024 0.117 0.062 1.230 -0.53
C 3.19569 4.46484 -5.02094 0.873 -1.440 -0.372 -0.42
C 3.44495 3.49413 -4.02211 -0.627 1.153 0.716 -0.61
C 2.90831 3.67994 -2.73607 -0.688 0.193 -1.178 0.10
C 2.05426 4.77347 -2.50926 1.437 0.052 -0.965 -0.57
C 1.86009 5.71044 -3.52753 -0.622 -0.747 0.314 -0.59
H 2.07381 6.25575 -5.56685 0.281 0.021 -0.326 0.45
H 3.72912 4.32487 -5.96290 -0.435 0.078 0.029 0.34
H 4.04641 2.60921 -4.18746 0.136 0.206 -0.298 0.40
H 3.10290 2.94999 -1.97350 -0.042 -0.067 0.191 0.42
H 1.68706 4.99872 -1.53233 -0.218 -0.010 0.516 0.46
H 1.24226 6.55061 -3.29295 -0.309 0.505 -0.054 0.41
C -0.28632 -6.75314 0.01437 0.533 -0.181 0.271 -0.56
C 1.02084 -6.43719 0.35468 0.571 0.136 -0.062 -0.63
C 1.55766 -5.19848 -0.00179 -0.864 -0.683 0.103 -0.41
C 0.77917 -4.32098 -0.72624 0.518 1.709 -0.467 1.32
C -0.53266 -4.59527 -1.03901 -0.603 -0.586 -0.170 -0.50
C -1.06265 -5.82611 -0.64923 -0.321 0.100 -0.461 -0.75
H -0.65597 -7.74118 0.26075 -0.189 0.095 -0.028 0.42
H 1.65772 -7.17407 0.84137 -0.208 0.165 0.079 0.38
H 2.53100 -4.90552 0.30808 0.737 0.025 0.103 0.44
H 1.19566 -3.34847 -1.06873 -0.271 -0.810 0.362 -0.39
H -1.12777 -3.88972 -1.62390 0.207 -0.235 0.292 0.44
H -2.06062 -6.12341 -0.93746 -0.202 0.202 0.011 0.44
C 0.48100 -4.02877 -4.52555 0.866 -0.476 0.252 -0.62
C 1.85089 -4.01585 -4.37097 1.573 1.204 0.047 -0.59
C 2.50922 -2.85744 -3.80027 -1.929 -1.333 -0.256 -0.66
C 1.72133 -1.80389 -3.32374 0.221 -0.515 -1.058 -0.03
C 0.31653 -1.86987 -3.45339 2.152 -0.516 0.153 -0.40
C -0.24767 -2.97197 -4.01972 -1.259 -0.680 -0.242 -0.79
H -0.01221 -4.89046 -4.96838 0.034 0.186 0.070 0.46
H 2.47340 -4.83683 -4.75771 -0.355 0.385 0.291 0.37
H 3.57867 -2.86066 -3.70027 0.272 0.135 -0.027 0.50
H 2.23272 -0.90682 -2.99122 -0.257 -0.023 0.317 0.42
H -0.25628 -1.08348 -3.08237 -1.010 1.174 0.487 0.95
H -1.31657 -3.11707 -4.05184 -0.308 0.497 -0.060 0.42
C 3.49335 2.51490 0.51111 0.688 0.976 0.714 -0.48
C 2.71783 2.99203 1.58645 -0.858 -2.009 -0.916 -0.02
C 3.10111 4.12183 2.26949 0.273 0.011 0.078 -0.41
C 4.24132 4.80108 1.90400 1.665 0.872 -1.277 -0.84
C 5.00656 4.40887 0.78414 -1.767 -1.953 0.848 -0.69
C 4.63226 3.21759 0.13246 0.389 0.968 0.628 -0.31
H 3.34967 1.56318 0.05513 -0.649 -0.262 -0.288 0.38
H 1.82061 2.35677 1.85161 1.009 0.975 -0.128 0.57
H 2.58745 4.44211 3.14245 -0.638 0.205 0.513 0.50
H 4.62145 5.66681 2.44592 -0.430 -0.164 0.156 0.37
H 5.94522 4.79840 0.49451 0.650 0.952 0.003 0.48
H 5.34626 2.86577 -0.59864 -0.313 -0.341 -0.326 0.41
C 0.62564 -3.10176 4.96979 -0.103 -0.249 -0.195 -0.88
C 1.36760 -2.57728 3.91899 1.377 -0.118 -0.092 -0.07
C 0.93618 -2.72116 2.61471 0.415 0.788 0.094 -0.04
C -0.28292 -3.31197 2.36289 -0.336 0.012 -0.201 -0.03
C -1.04362 -3.84446 3.37933 1.326 0.223 1.760 -0.94
C -0.56047 -3.76863 4.72831 -1.176 -0.059 -1.569 -0.62
H 1.03334 -3.03726 5.95016 0.112 0.048 0.754 0.46
H 2.39346 -2.17838 4.09891 -1.033 -0.115 -0.015 0.36
H 1.52747 -2.30402 1.79865 -0.132 -0.201 0.148 0.36
H -0.62470 -3.31769 1.34871 -0.252 -0.270 -0.386 0.48
H -1.94688 -4.36078 3.17010 -0.738 -0.283 -0.141 0.55
H -1.19613 -4.21656 5.49805 0.522 0.224 -0.025 0.39
```
Forces are in eV/Å.

## Properties
* 2S+1: 1
* net charge: 0

=====

[3]
# C8H15O6P

A 2-piece molecular cluster, C8H15O6P overall (ωB97M-V/def2-TZVPD, OMol25).

XYZ file:
```
30
Properties=species:S:1:pos:R:3:forces:R:3:mulliken_charge:R:1
O -2.28787 0.91985 4.43255 2.808 4.401 -7.447 -0.47
C -1.87788 1.58944 3.34701 -2.787 -3.970 4.320 0.27
O -2.44250 1.27847 2.02299 1.696 2.414 2.751 -0.27
C -2.58913 2.48373 1.18550 -0.759 0.302 -1.626 -0.44
C -2.11321 2.17027 -0.36892 0.055 0.116 0.805 -0.79
C -0.46830 1.97937 -0.49338 -1.676 -0.032 -0.484 0.18
O 0.07385 3.23206 -1.04284 2.175 0.905 3.309 -0.30
C 0.88412 3.97126 -0.06230 -2.894 6.623 1.947 0.14
O 0.45138 5.18086 0.38966 2.741 -8.299 -3.282 -0.47
P -0.20198 0.60308 -1.84567 2.191 -4.337 3.103 0.17
O 0.38913 -0.72375 -1.16591 -1.738 4.121 -2.098 -0.53
H -1.04151 2.40965 3.42161 -1.687 -1.423 -0.471 0.26
H -3.75648 2.73257 1.17391 2.645 -0.386 0.051 0.27
H -1.98375 3.41600 1.55348 -1.083 -1.823 -0.415 0.33
H -2.48414 3.10311 -1.00584 1.064 -2.098 1.182 0.29
H -2.58845 1.18414 -0.79306 0.547 2.007 1.141 0.39
H 0.01637 1.63854 0.52470 -0.850 0.548 -2.161 0.41
H 1.94065 3.63783 0.35275 -2.299 -0.065 -1.245 0.35
H -1.47710 0.28001 -2.43622 0.641 0.757 0.108 0.11
H 0.67210 1.09499 -2.88187 -0.749 0.184 0.526 0.12
C 1.52523 -3.88548 0.48996 0.208 -0.168 0.433 -0.90
C 2.51115 -4.59501 -0.39928 1.064 -0.980 0.702 0.79
C 2.41709 -4.34157 -1.88008 0.404 -0.283 -0.178 -1.00
O 3.36086 -5.35267 0.06632 -1.027 0.937 -0.614 -0.57
H 1.71180 -4.16348 1.53280 -0.010 0.009 -0.249 0.30
H 1.64555 -2.80392 0.38931 -0.271 -0.041 -0.169 0.21
H 0.50683 -4.18152 0.22589 0.028 0.259 -0.084 0.30
H 2.57718 -3.28033 -2.08636 -0.273 -0.029 -0.012 0.27
H 1.43843 -4.65784 -2.24976 -0.004 0.251 0.004 0.30
H 3.19057 -4.91965 -2.39696 -0.162 0.099 0.153 0.31
```
Forces are in eV/Å.

## Properties
* 2S+1: 1
* net charge: 0
* SMILES: O=COCC[C@H](OC=O)[PH2]=O.CC(C)=O

=====

Result set for strongest force on any atom: 0.0746 0.0586 0.1816 hartree/bohr, one per record in the order listed.
Result set for energy: -9721.2044 -90608.9616 -30107.4557 eV, one per record in the order listed.
Result set for gap between HOMO and LUMO: 3.335 7.296 8.561 eV, one per record in the order listed.